{
  "formula": "C32H36BrCsN9O5S4",
  "method": "wB97M-V/def2-TZVPD",
  "symbols": ["O", "H", "C", "C", "H", "C", "H", "H", "H", "C", "S", "N", "H", "H", "C", "N", "H", "H", "H", "C", "H", "H", "C", "C", "H", "Br", "C", "H", "O", "N", "S", "N", "C", "N", "H", "C", "O", "H", "C", "H", "N", "O", "C", "C", "H", "H", "H", "C", "C", "C", "C", "H", "C", "H", "C", "H", "H", "S", "H", "C", "Cs", "H", "S", "C", "H", "C", "H", "H", "C", "O", "N", "C", "H", "H", "H", "N", "C", "C", "C", "H", "C", "C", "C", "N", "C", "H", "H", "H"],
  "xyz": [[-0.63193, -1.74671, 5.78770], [0.42712, 3.72664, -3.15598], [1.29563, -1.13972, -6.50025], [-5.57729, 2.97287, 5.52574], [6.64571, 2.93323, -1.46254], [3.62791, -3.30336, -1.32355], [0.76096, 2.41710, 1.50016], [0.61194, -4.43819, -1.23239], [-6.62514, 2.68097, 5.56796], [-0.25140, 0.60081, -6.05046], [-3.01660, 2.22525, 5.03525], [0.86437, -0.47822, -4.24514], [2.24355, 3.37899, -1.76923], [5.08297, -4.96268, -1.22607], [-3.41866, 2.26728, -0.95763], [4.01454, -0.87834, -1.39470], [-4.04278, 4.30157, -0.65464], [-2.44148, 0.38252, -1.31091], [1.48280, -2.17624, 2.30556], [-0.97716, 3.27003, -1.62074], [-0.62097, 2.59097, 2.60626], [-0.50200, 1.03912, -3.95817], [0.56807, 0.82064, 2.85084], [5.25814, 1.31318, -1.43412], [-5.76104, -3.63314, -2.52527], [-1.48412, 1.92117, -6.59550], [4.07185, -4.59191, -1.25145], [4.37452, 1.93813, -1.42158], [-2.63254, 2.91967, 6.23622], [5.83194, -2.16968, -1.39287], [2.74446, -5.66000, -1.18575], [-3.65032, -4.13756, -0.05524], [5.14685, -0.07683, -1.42030], [-1.14790, 1.94808, -1.63695], [0.45478, 4.84290, -1.77772], [0.40142, -0.19396, -6.97638], [0.50319, -3.20372, 4.66087], [6.39109, -3.00320, -1.37957], [-4.83227, -4.00811, -2.10397], [-5.28091, 3.36457, 6.49669], [1.17166, -0.06177, 2.07111], [-2.79748, 2.86226, 3.75610], [-4.97355, -4.34974, -0.62428], [4.46722, -2.10459, -1.37460], [-5.47279, 3.76498, 4.78507], [1.02204, 2.88600, 3.18216], [-5.70035, -3.69225, -0.13817], [1.09401, -1.25808, 2.71228], [-2.87219, -3.22041, -0.63603], [0.41600, 2.26307, 2.52086], [7.58002, -0.33173, -1.44111], [-2.41285, 0.17395, 4.06969], [-2.13578, 0.67094, 4.99976], [2.18885, -1.97211, -4.72759], [-1.98983, 4.15020, -1.26411], [1.83209, -1.78536, -7.18140], [-0.43004, 2.01509, 4.88139], [-3.55693, -2.71208, -2.16253], [8.46551, -0.95293, -1.44106], [-0.62815, 0.95624, 5.03804], [1.23207, -0.07914, -1.10163], [0.21656, -0.07581, -8.03509], [-1.45356, -2.62551, -0.02943], [1.49483, -1.24413, -5.13234], [-5.28359, -5.38345, -0.48088], [-4.73391, 1.76348, 5.15325], [-2.44797, 0.05860, 5.84185], [-3.40616, -4.45039, 0.87131], [-3.23428, 3.63918, -0.93374], [1.40430, 3.01868, -1.46600], [0.08276, -2.08089, 4.85213], [6.52495, 1.85830, -1.45375], [-1.80373, 5.21562, -1.24427], [-4.80330, 0.97299, 5.90156], [-4.49457, -4.86609, -2.68259], [2.26187, -3.15885, -1.32542], [0.43977, -1.08558, 3.89646], [6.29884, -0.87040, -1.42025], [-2.34272, 1.46445, -1.30270], [-4.37060, 1.82125, -0.70617], [1.68605, -4.31763, -1.25798], [7.66947, 1.04549, -1.45891], [0.00449, 0.42800, -4.69855], [0.09711, 0.24990, 3.98821], [0.36468, 3.79151, -2.06297], [-5.00633, 1.35926, 4.17759], [-0.21899, 0.68369, 6.00484], [8.64523, 1.51172, -1.47426]],
  "forces_ev_per_angstrom": [[0.049, -0.024, -0.039], [-0.012, 0.000, 0.017], [-0.002, 0.001, 0.019], [0.002, 0.069, -0.016], [0.006, -0.001, 0.000], [0.073, -0.060, 0.024], [-0.003, 0.006, 0.005], [-0.005, -0.009, -0.001], [-0.007, 0.002, 0.014], [0.027, -0.032, 0.009], [0.001, -0.041, -0.024], [0.017, -0.011, 0.003], [0.011, 0.020, 0.016], [0.005, -0.002, -0.004], [0.000, -0.033, 0.043], [0.500, -0.168, -0.033], [-0.001, 0.001, 0.000], [0.001, 0.004, -0.007], [0.021, -0.004, 0.017], [0.001, 0.051, 0.002], [-0.008, 0.001, -0.004], [0.000, 0.002, 0.000], [-0.043, 0.011, 0.020], [0.015, -0.029, 0.000], [0.003, -0.004, -0.004], [0.004, -0.004, -0.003], [-0.047, 0.044, -0.014], [-0.008, 0.001, 0.000], [0.012, -0.028, 0.031], [-0.039, 0.047, 0.006], [0.030, 0.013, -0.008], [0.007, 0.009, -0.035], [0.032, 0.005, -0.002], [-0.035, 0.008, -0.051], [-0.006, -0.014, -0.021], [-0.021, 0.025, 0.029], [-0.030, 0.077, 0.023], [0.008, -0.009, -0.001], [-0.040, -0.015, 0.018], [-0.009, -0.003, -0.007], [-0.010, -0.102, -0.008], [0.002, 0.023, -0.009], [-0.022, 0.009, 0.003], [-0.005, -0.064, -0.014], [0.004, -0.004, 0.003], [-0.005, -0.003, 0.004], [0.006, -0.009, -0.015], [-0.036, 0.082, 0.069], [0.090, 0.005, -0.072], [0.008, 0.021, 0.000], [0.003, 0.004, 0.000], [-0.022, -0.014, 0.012], [-0.036, 0.012, -0.045], [0.002, 0.002, -0.003], [0.008, -0.014, 0.009], [0.000, 0.000, -0.004], [-0.020, -0.002, 0.028], [-0.025, 0.003, 0.020], [0.002, -0.006, 0.000], [0.009, 0.022, 0.021], [-0.506, -0.042, 0.058], [-0.002, 0.003, -0.003], [0.045, 0.066, 0.072], [0.024, -0.032, -0.036], [-0.009, 0.009, -0.003], [0.034, -0.081, -0.048], [-0.023, 0.037, 0.021], [-0.005, -0.005, 0.031], [-0.001, -0.016, -0.004], [-0.004, 0.028, -0.011], [-0.002, -0.034, -0.010], [-0.014, 0.013, -0.002], [0.004, 0.004, -0.003], [0.019, 0.026, 0.033], [0.017, 0.012, -0.002], [0.063, 0.038, 0.011], [-0.049, -0.057, -0.035], [0.015, 0.025, -0.007], [-0.017, 0.020, 0.020], [-0.004, 0.002, 0.007], [-0.113, 0.021, 0.013], [0.025, 0.018, -0.001], [-0.054, 0.059, -0.015], [0.065, 0.025, -0.099], [0.000, 0.026, -0.012], [0.026, -0.026, 0.015], [0.008, -0.011, -0.011], [0.001, 0.000, 0.000]],
  "mulliken_charge": [-0.622, 0.321, -0.681, -1.225, 0.411, -0.430, 0.157, 0.383, 0.382, -0.229, 1.139, -0.020, 0.163, 0.342, -0.707, 0.009, 0.435, 0.404, 0.585, 0.669, 0.234, 0.191, 0.714, -0.355, 0.383, -0.165, -0.484, 0.364, -0.678, 0.075, -0.115, -0.177, 0.201, 0.025, 0.420, -0.196, -0.627, 0.201, -0.558, 0.348, -0.295, -0.619, -0.564, 0.331, 0.328, 0.403, 0.270, -0.692, -0.104, -1.154, -1.252, 0.437, -0.648, 0.413, -0.750, 0.392, 0.722, -0.050, 0.395, -1.395, 1.301, 0.446, -0.066, -0.329, 0.329, -0.459, 0.596, 0.236, -0.466, -0.387, 1.052, -0.618, 0.443, 0.378, 0.310, 0.235, -0.027, 0.466, -0.366, 0.469, -0.356, -0.419, 0.140, 0.301, -0.688, 0.390, 0.250, 0.386],
  "e_homo_ev": -10.49,
  "total_charge": 1,
  "e_lumo_ev": -2.14,
  "energy_ha": -6296.7367
}